{"formula": "C4H11N2O2", "method": "ωB97M-V with the def2-TZVPD basis set", "homo_ev": -12.67, "de_lowest_kcal_mol": 131.61, "spin_multiplicity": 1, "total_charge": 1, "lumo_energy_ev": -3.440, "elements": ["C", "C", "C", "C", "N", "N", "O", "O", "H", "H", "H", "H", "H", "H", "H", "H", "H", "H", "H"], "coordinates": [[-0.5104, 0.3983, 1.3287], [1.3380, -1.0291, 0.0686], [-0.2469, 0.4424, -0.2052], [-1.4673, 0.0551, -1.0612], [1.0356, -1.3469, 1.4329], [0.3028, 1.7391, -0.6567], [0.6045, -0.1656, 2.0149], [1.3048, -1.9257, -0.8722], [-0.8867, 1.1730, 1.9191], [-1.3665, -0.1796, 1.4397], [2.0509, -0.2525, -0.2756], [-1.5305, -1.0222, -1.0568], [-1.2753, 0.2431, -2.0913], [-2.3324, 0.5272, -0.6627], [0.3193, -2.1615, 1.5497], [1.2078, 1.8388, -0.3490], [-0.1814, 2.5572, -0.2759], [0.4009, 1.9152, -1.6890], [1.2327, -2.8064, -0.5583]], "nbo_charge": [-0.1648, 0.4079, -0.0531, -0.6517, -0.3147, -0.6757, -0.3470, -0.6476, 0.2278, 0.1958, 0.1744, 0.2413, 0.2216, 0.2226, 0.3701, 0.4189, 0.4280, 0.4430, 0.5031]}

---

{"formula": "C28H24AuN2O2S3", "method": "ωB97M-V with the def2-TZVPD basis set", "homo_ev": -10.69, "spin_multiplicity": 1, "total_charge": 1, "lumo_energy_ev": -5.608, "elements": ["Au", "C", "C", "N", "N", "C", "S", "S", "C", "C", "C", "C", "C", "C", "C", "C", "C", "C", "C", "C", "C", "O", "H", "H", "H", "H", "H", "H", "H", "H", "H", "H", "H", "H", "H", "H", "O", "S", "C", "C", "C", "C", "C", "C", "C", "C", "C", "C", "C", "C", "H", "H", "H", "H", "H", "H", "H", "H", "H", "H"], "coordinates": [[-0.0911, 0.1094, 0.0505], [1.7029, -2.1188, -3.3670], [1.0572, -1.8703, -2.0395], [0.8142, -0.6179, -1.7116], [1.1401, 0.3506, -2.5450], [0.5949, 1.5227, -2.4269], [-0.7736, 1.9019, -1.4551], [1.2664, 2.8304, -3.3650], [3.0544, 2.4686, -3.0878], [3.4123, 2.8413, -1.6822], [3.8033, 4.1433, -1.3854], [4.0841, 4.5132, -0.0819], [3.9566, 3.5941, 0.9459], [3.5752, 2.2931, 0.6594], [3.3116, 1.9180, -0.6463], [0.6992, -2.9693, -1.2018], [0.5560, -4.2438, -1.7888], [0.2428, -5.3591, -1.0557], [0.0723, -5.2630, 0.3359], [0.1770, -4.0537, 0.9539], [0.4806, -2.8549, 0.2330], [0.5897, -1.7787, 0.8991], [2.3766, -1.2935, -3.5902], [0.9510, -2.1342, -4.1545], [2.2571, -3.0514, -3.3720], [3.5745, 3.0777, -3.8231], [3.1918, 1.4092, -3.2957], [3.8940, 4.8670, -2.1808], [4.4000, 5.5235, 0.1292], [4.1467, 3.8883, 1.9674], [3.4856, 1.5666, 1.4535], [3.0443, 0.8925, -0.8589], [0.6253, -4.3379, -2.8608], [0.1153, -6.3078, -1.5508], [-0.1476, -6.1489, 0.9109], [0.0160, -3.9359, 2.0158], [-0.5222, 1.0301, 1.9326], [0.0354, 0.5895, 3.2777], [0.8440, 2.0923, 3.8954], [1.2503, 2.1458, 5.2191], [1.8879, 3.2833, 5.6841], [2.1259, 4.3482, 4.8262], [1.7271, 4.2764, 3.5016], [1.0872, 3.1418, 3.0301], [-1.4391, 0.6561, 4.3142], [-1.5670, -0.2547, 5.3488], [-2.7358, -0.2658, 6.0907], [-3.7555, 0.6233, 5.7861], [-3.6068, 1.5396, 4.7552], [-2.4409, 1.5595, 4.0116], [1.0604, 1.3149, 5.8812], [2.1974, 3.3366, 6.7174], [2.6274, 5.2317, 5.1936], [1.9103, 5.1008, 2.8285], [0.7694, 3.0746, 2.0014], [-0.7615, -0.9406, 5.5625], [-2.8514, -0.9758, 6.8960], [-4.6724, 0.6011, 6.3547], [-4.3982, 2.2358, 4.5254], [-2.3099, 2.2552, 3.1975]], "nbo_charge": [1.2338, -0.6803, 0.4031, -0.3103, -0.3456, -0.1124, 0.0004, 0.3125, -0.5081, -0.0443, -0.1983, -0.2134, -0.1595, -0.2190, -0.2316, -0.2933, -0.0681, -0.2808, -0.1228, -0.2912, 0.4286, -0.7248, 0.2634, 0.2622, 0.2470, 0.2482, 0.2447, 0.2182, 0.2223, 0.2104, 0.2123, 0.2057, 0.2089, 0.2282, 0.2287, 0.2276, -0.9909, 1.2743, -0.1611, -0.2434, -0.1789, -0.1871, -0.1959, -0.2432, -0.2743, -0.1981, -0.1998, -0.1697, -0.2085, -0.1436, 0.2267, 0.2308, 0.2303, 0.2320, 0.2444, 0.2269, 0.2325, 0.2311, 0.2316, 0.2314]}

---

{"formula": "C16H50F6O9P", "method": "ωB97M-V with the def2-TZVPD basis set", "homo_ev": -8.08, "de_lowest_kcal_mol": 37.22, "spin_multiplicity": 1, "total_charge": -1, "lumo_energy_ev": 2.111, "elements": ["P", "F", "F", "F", "F", "F", "F", "C", "O", "H", "H", "H", "H", "C", "C", "C", "O", "H", "H", "H", "H", "H", "H", "H", "H", "C", "C", "C", "O", "H", "H", "H", "H", "H", "H", "H", "H", "C", "C", "C", "O", "H", "H", "H", "H", "H", "H", "H", "H", "C", "C", "C", "O", "H", "H", "H", "H", "H", "H", "H", "H", "C", "C", "C", "O", "H", "H", "H", "H", "H", "H", "H", "H", "O", "H", "H", "O", "H", "H", "O", "H", "H"], "coordinates": [[0.0232, -0.9771, -1.0947], [-1.0383, 0.0034, -0.2775], [-0.5435, -0.7123, -2.6155], [1.2516, 0.1095, -1.2854], [0.9787, -2.1036, -1.7957], [0.6877, -1.3929, 0.3595], [-1.0206, -2.1523, -0.9017], [-1.6787, 3.2243, -3.8331], [-0.8778, 3.8777, -2.8522], [-2.4315, 2.6282, -3.3173], [-2.1819, 3.9133, -4.5114], [-1.0141, 2.7072, -4.5252], [-0.4916, 3.1395, -2.3752], [-0.1993, 2.8751, 4.0207], [-0.2745, 3.9239, 2.9416], [-1.7278, 4.1522, 2.6570], [0.3207, 5.0300, 3.4577], [-0.5181, 3.3337, 4.9567], [0.8747, 2.6897, 4.0371], [-0.7726, 1.9575, 3.8882], [0.1583, 3.6840, 1.9705], [-1.8916, 3.4170, 1.8692], [-1.8324, 5.1564, 2.2460], [-2.4309, 4.0813, 3.4870], [0.5981, 5.6515, 2.7807], [4.2128, -1.2613, -5.2235], [3.4178, -2.1945, -6.2091], [4.4323, -2.8420, -7.2152], [2.8284, -3.2126, -5.4934], [3.5504, -0.9166, -4.4296], [4.5554, -0.3652, -5.7411], [5.0320, -1.8727, -4.8450], [2.6489, -1.6236, -6.7297], [3.9619, -3.2994, -8.0856], [5.1498, -3.5194, -6.7520], [5.0040, -1.9803, -7.5599], [2.4706, -2.8717, -4.6704], [6.0816, 3.0825, -0.5828], [4.9447, 3.9650, 0.0137], [5.5262, 5.0760, 0.8529], [4.3475, 4.6501, -1.0906], [6.6113, 2.3675, 0.0467], [6.8882, 3.6795, -1.0084], [5.5956, 2.3915, -1.2715], [4.2171, 3.3786, 0.5748], [6.2197, 5.7194, 0.3115], [6.0228, 4.5735, 1.6829], [4.7575, 5.6775, 1.3381], [3.5456, 5.1242, -0.8586], [-4.0206, -1.4141, 6.1239], [-3.7324, -2.7772, 5.5420], [-2.5386, -2.7028, 4.4911], [-3.3130, -3.5726, 6.5870], [-4.8046, -1.4421, 6.8805], [-4.4772, -0.7289, 5.4096], [-3.1954, -0.8464, 6.5539], [-4.6839, -3.2059, 5.2274], [-2.2758, -3.5736, 3.8905], [-1.6366, -2.3373, 4.9818], [-2.8426, -1.9236, 3.7921], [-3.8179, -4.3833, 6.4897], [-6.9893, -1.3138, -0.9513], [-6.1810, -2.5982, -0.5717], [-6.1682, -2.8342, 0.9190], [-6.8060, -3.7366, -1.1776], [-6.5712, -0.4862, -0.3783], [-8.0355, -1.5336, -0.7386], [-6.9035, -1.1809, -2.0298], [-5.1372, -2.4933, -0.8677], [-7.1313, -3.1061, 1.3509], [-5.8280, -1.9509, 1.4595], [-5.4533, -3.6386, 1.0921], [-7.5597, -3.3849, -1.6572], [-1.2173, -5.6953, -0.9988], [-0.5848, -5.7991, -1.7097], [-1.4737, -4.7740, -1.0383], [4.3429, -1.7175, 3.0680], [4.4526, -1.7151, 2.1171], [5.0964, -1.2280, 3.3978], [4.6362, -1.4919, -0.8987], [3.7347, -1.2090, -1.0521], [5.1261, -1.1477, -1.6455]], "lowdin_charge": [0.2066, -0.1941, -0.1896, -0.1987, -0.2120, -0.2013, -0.1679, -0.1652, -0.1303, 0.0810, 0.0671, 0.0760, 0.0677, -0.0506, -0.5759, -0.0698, -0.0345, 0.0849, 0.0807, 0.0873, 0.1408, 0.0850, 0.0743, 0.0807, 0.0973, -0.0507, -0.4943, -0.0548, -0.0428, 0.0718, 0.0707, 0.0781, 0.1266, 0.0673, 0.0757, 0.0630, 0.0896, -0.0501, -0.4668, -0.0860, -0.0688, 0.0711, 0.0763, 0.0721, 0.1372, 0.0831, 0.0760, 0.0716, 0.0853, -0.0798, -0.4985, -0.0278, -0.0555, 0.0723, 0.0726, 0.0822, 0.1318, 0.0714, 0.0773, 0.0647, 0.0892, -0.0513, -0.4770, -0.0753, -0.0574, 0.0790, 0.0749, 0.0743, 0.1354, 0.0783, 0.0742, 0.0797, 0.0657, -0.0583, 0.0267, 0.0149, -0.0519, 0.0197, 0.0209, -0.0495, 0.0184, 0.0178]}

---

{"formula": "C3H8N2O2", "method": "ωB97M-V with the def2-TZVPD basis set", "homo_ev": -7.85, "de_lowest_kcal_mol": 29.91, "spin_multiplicity": 1, "lumo_energy_ev": 0.941, "smiles": "N/C=C/N.O=CO", "elements": ["N", "C", "C", "N", "H", "H", "H", "H", "H", "H", "O", "C", "O", "H", "H"], "coordinates": [[-1.1189, 0.3299, 2.4460], [-1.3635, 0.0606, 1.0835], [-0.6027, -0.7034, 0.3143], [-0.8362, -0.9536, -1.0747], [-1.3617, 1.2826, 2.6791], [-0.1655, 0.1386, 2.7188], [-2.3297, 0.4132, 0.7400], [0.2849, -1.1772, 0.7113], [-0.6015, -1.9134, -1.3034], [-1.8029, -0.7997, -1.3315], [2.4889, 0.3022, -0.2023], [2.3609, 0.8031, -1.2859], [1.2997, 0.6888, -2.0759], [3.1314, 1.4084, -1.7794], [0.6168, 0.1197, -1.6399]], "nbo_charge": [-0.8130, -0.0642, -0.1121, -0.8446, 0.3680, 0.3703, 0.1804, 0.2025, 0.3757, 0.3761, -0.6077, 0.6532, -0.7012, 0.1036, 0.5129]}